1.
Density functional theory data (ωB97M-V/def2-TZVPD) for one molecule with the formula C4H6N2O.

SMILES = N[C@@H]1NC=CC1=O
lowest unoccupied orbital energy = 0.62 eV
gap between HOMO and LUMO = 9.3 eV
ΔE to the lowest compared entry with this formula, charge and spin = 21.69 kcal per mole
E_HOMO = -0.32033 Eh

Structure (XYZ):
```
13
Properties=species:S:1:pos:R:3:forces:R:3
N 1.915818 0.608497 0.026105 0.01 -0.16 0.14
C 0.634213 0.112033 -0.396404 0.02 -0.04 -0.11
N -0.426586 1.096690 -0.269151 -0.09 0.01 -0.06
C -1.589970 0.440740 0.028007 0.03 -0.03 0.03
C -1.413433 -0.856855 0.384997 0.01 0.05 0.02
C 0.018794 -1.123503 0.311080 0.14 -0.21 -0.01
O 0.677259 -2.077811 0.677440 -0.25 0.33 -0.12
H 2.628685 -0.063456 -0.240227 -0.04 0.08 0.05
H 1.946204 0.681316 1.039348 -0.01 0.01 -0.07
H 0.723708 -0.196559 -1.450489 -0.03 0.06 0.08
H -0.415307 1.928885 -0.837812 -0.05 -0.12 0.02
H -2.526618 0.988383 -0.014716 0.14 -0.10 0.03
H -2.172770 -1.538355 0.741821 0.12 0.12 -0.01
```
Positions in Å, forces in eV/Å.

Here are the Löwdin charges for atoms 1 to 5, given in e: atom 1 (N): 0.0681, atom 2 (C): -0.3505, atom 3 (N): 0.0293, atom 4 (C): -0.1034, atom 5 (C): -0.0142

***

2.
Density functional theory data (ωB97M-V/def2-TZVPD) for a 2-piece molecular cluster, C26H32N4O3 overall.

SMILES = CC[C@H](C)[C@H](NC(C)=O)C(=O)NC.O=C(Cc1ccc2ccccc2c1)Nc1ccccn1
lowest unoccupied orbital energy = 0.31 eV
gap between HOMO and LUMO = 8.5 eV
ΔE to the lowest compared entry with this formula, charge and spin = 30.03 kcal per mole
E_HOMO = -0.29943 Eh

Structure (XYZ):
```
65
Properties=species:S:1:pos:R:3:forces:R:3
C -0.727781 0.568807 2.034803 0.30 0.30 -0.12
C 0.126547 1.700900 1.459590 -0.47 0.29 0.27
C -0.744185 2.806323 0.801387 0.16 -0.18 -0.38
C -0.992015 2.381490 -0.662786 -0.33 0.60 0.39
C -0.083845 4.209345 0.908050 -0.08 -0.48 0.32
N 0.275870 4.529523 2.306509 1.07 -0.16 -1.35
C -0.568755 4.921077 3.263641 -1.55 0.48 1.02
C 0.025433 5.119462 4.637949 0.04 0.01 -0.08
O -1.759582 5.116910 3.087318 0.16 -0.12 -0.45
C -0.861667 5.374793 0.252515 -1.89 -0.50 0.15
O -2.008307 5.254748 -0.165607 0.85 -0.12 0.00
N -0.218451 6.549248 0.201421 1.02 0.68 0.01
C -0.795484 7.773165 -0.352725 -0.29 -0.50 0.12
H -1.342962 0.124144 1.254621 -0.12 -0.15 0.06
H -1.377665 0.959108 2.819030 -0.08 -0.06 -0.02
H -0.078270 -0.192609 2.465402 -0.13 -0.14 -0.05
H 0.831645 1.291780 0.734303 0.08 0.05 -0.11
H 0.711679 2.093653 2.288597 0.14 0.17 0.03
H -1.705989 2.852564 1.315494 0.00 0.09 0.05
H -0.065748 2.425940 -1.234398 0.13 -0.06 -0.09
H -1.385971 1.366806 -0.699126 0.10 -0.12 0.04
H -1.730793 3.028354 -1.133581 0.08 0.03 -0.03
H 0.850928 4.140169 0.353662 0.34 0.05 0.06
H 1.230811 4.375623 2.583130 -0.03 -0.04 -0.07
H 0.391341 4.165749 5.013389 0.17 0.00 0.13
H -0.752737 5.495244 5.301681 0.10 -0.07 -0.14
H 0.837220 5.841237 4.583786 0.20 -0.02 0.16
H 0.700389 6.596498 0.608344 -0.05 0.05 -0.01
H -0.068479 8.585575 -0.321495 0.01 -0.22 0.06
H -1.103923 7.601280 -1.386038 0.01 0.05 0.08
H -1.678746 8.053128 0.225562 0.04 0.05 -0.09
O 1.187332 -1.992016 0.724616 -0.50 -0.38 -0.15
C 0.315549 -2.035716 -0.131774 0.86 0.69 1.02
C 0.646039 -1.531944 -1.530543 -0.55 -0.13 -0.21
C 0.953246 -2.679816 -2.458448 1.39 -0.38 0.06
C -0.024169 -3.188704 -3.324426 0.09 -1.22 -1.04
C 0.275818 -4.249651 -4.185276 -0.80 1.34 0.94
C 1.557158 -4.815796 -4.193062 -0.17 -0.14 -0.20
C 1.870505 -5.875432 -5.056070 1.51 -1.01 -0.33
C 3.154372 -6.431528 -5.055408 -1.42 0.33 -0.27
C 4.132919 -5.931681 -4.190877 0.01 1.08 1.02
C 3.828439 -4.876300 -3.324828 0.85 -1.35 -0.93
C 2.545193 -4.311719 -3.319996 0.13 0.09 0.20
C 2.232431 -3.251851 -2.459024 -1.43 0.91 0.26
N -0.974359 -2.442593 0.126447 1.27 0.43 -1.50
C -1.555682 -2.802162 1.317505 -0.99 -0.45 1.18
C -0.903708 -3.125504 2.513942 0.63 -0.05 0.21
C -1.652076 -3.476791 3.634020 -0.38 0.23 -0.85
C -3.037435 -3.494086 3.503192 -0.26 0.01 0.04
C -3.617422 -3.163939 2.276058 1.02 -0.07 0.23
N -2.884063 -2.828147 1.202936 -0.80 -0.18 0.60
H -0.194906 -0.948141 -1.912631 -0.03 -0.03 -0.10
H 1.507754 -0.860899 -1.475069 -0.18 -0.20 0.31
H -1.022800 -2.763043 -3.338938 0.08 0.03 0.01
H -0.490666 -4.630355 -4.853326 0.11 0.00 0.05
H 1.116310 -6.270983 -5.729304 0.02 0.08 0.08
H 3.390302 -7.252948 -5.725530 -0.06 0.11 0.08
H 5.129580 -6.363191 -4.189780 -0.13 0.07 0.02
H 4.592850 -4.496737 -2.653669 -0.12 0.01 -0.04
H 2.990643 -2.868011 -1.782486 -0.06 -0.02 -0.06
H -1.637301 -2.362883 -0.631899 -0.06 -0.03 0.13
H 0.177023 -3.112371 2.578488 -0.12 0.09 -0.19
H -1.169023 -3.730856 4.574436 -0.05 0.06 -0.23
H -3.671204 -3.762823 4.341052 0.03 0.04 -0.08
H -4.699155 -3.181415 2.185243 0.13 0.08 -0.26
```
Positions in Å, forces in eV/Å.

Here are the Löwdin charges for atoms 1 to 5, given in e: atom 1 (C): -0.0929, atom 2 (C): -0.2156, atom 3 (C): -0.3041, atom 4 (C): -0.0539, atom 5 (C): -0.1711

***

3.
Density functional theory data (ωB97M-V/def2-TZVPD) for C21H29N3O3V as an isolated structure.

⟨S²⟩ = 0.782
lowest unoccupied orbital energy (alpha / beta) = 0.10 / 0.14 eV
gap between HOMO and LUMO (alpha / beta) = 7.5 / 7.6 eV
2S+1 = 2
ΔE to the lowest compared entry with this formula, charge and spin = 73.07 kcal per mole
E_HOMO (alpha / beta) = -0.27144 / -0.27332 Eh

Structure (XYZ):
```
57
Properties=species:S:1:pos:R:3:forces:R:3
O -1.832181 -0.507429 1.042714 1.16 0.86 -0.78
V -0.527481 -0.164199 0.214904 -2.85 -0.91 1.71
C 2.148419 -2.567459 2.827494 0.23 -0.44 0.82
C 0.697369 -2.601269 2.473504 -0.47 1.67 -0.96
C -0.119171 -2.128149 3.739084 -0.02 -0.06 -2.05
O 0.509469 -1.858189 1.286674 -0.52 1.40 -0.96
H 2.840459 -2.799769 2.018044 -0.22 -0.17 -0.06
H 2.163049 -3.328309 3.607874 1.01 -0.07 0.31
H 2.421449 -1.602599 3.254814 0.07 0.05 0.06
H 0.455719 -3.637299 2.236104 -0.37 -0.41 0.18
H -1.148131 -1.994619 3.405144 -0.23 -0.39 0.26
H 0.185349 -1.112599 3.992104 0.37 -0.11 0.39
H -0.017251 -2.859669 4.540704 -0.10 0.28 0.15
C -3.498121 2.663131 -0.517196 -0.61 -0.01 -0.16
C -2.759611 1.769601 -1.448406 1.63 -2.38 0.72
C -2.925331 2.199341 -2.909436 -0.05 0.33 0.58
O -1.434291 1.483231 -1.015936 1.84 -0.20 0.32
H -3.483391 2.293281 0.508034 0.30 0.14 0.01
H -4.522591 2.537551 -0.867596 -0.40 0.72 0.24
H -3.144491 3.689111 -0.619216 -0.17 0.16 0.25
H -3.182751 0.773731 -1.316916 -1.05 -0.20 -0.47
H -2.332961 1.587151 -3.589446 -0.14 0.05 -0.02
H -2.698261 3.255281 -3.056186 0.53 0.09 0.05
H -3.990191 2.162951 -3.139356 -0.06 -0.43 -0.26
N -1.159101 -1.742959 -1.404726 -0.74 -1.74 -1.97
C -1.291141 -1.439859 -2.740276 1.69 -0.42 0.60
C -1.089731 -2.371529 -3.774746 -1.19 -1.08 1.13
C -0.950111 -3.716249 -3.414466 -0.43 0.26 0.41
C -1.064691 -4.112019 -2.072686 0.57 0.91 -1.29
C -1.210571 -3.116619 -1.134116 0.74 2.12 0.83
H -1.339891 -0.402909 -3.038206 -0.16 0.30 0.55
H -1.266081 -2.130119 -4.812546 0.37 0.38 0.01
H -0.855491 -4.512579 -4.137866 0.21 0.17 -0.34
H -0.870821 -5.155019 -1.870296 -0.49 0.03 0.58
H -1.279881 -3.324029 -0.076486 0.22 -0.03 0.11
N 1.420899 0.286201 -0.858066 3.16 0.06 -2.37
C 1.913799 1.530981 -1.212806 0.28 -1.39 -0.22
C 3.034459 1.709581 -2.087656 -2.22 -0.02 2.12
C 3.718709 0.602031 -2.474466 0.71 -0.45 -1.71
C 3.314099 -0.705919 -2.222706 -1.68 1.88 1.81
C 2.146269 -0.774959 -1.398886 0.74 0.11 -0.13
H 1.422119 2.357731 -0.721756 -0.24 0.11 -0.29
H 3.381359 2.682041 -2.404486 -0.20 0.12 0.27
H 4.535819 0.845941 -3.137206 0.48 -0.53 -0.01
H 3.916209 -1.545449 -2.537416 -0.40 -0.19 0.08
H 1.876399 -1.782169 -1.117656 -0.73 0.09 0.35
N 0.366649 1.466481 1.760794 -0.29 2.58 1.03
C 1.304329 1.353001 2.725134 0.32 -0.19 0.06
C 1.578229 2.304891 3.739134 0.30 -1.74 -0.94
C 0.910829 3.478521 3.748484 -0.13 1.13 0.32
C -0.006661 3.732151 2.752624 0.53 -1.08 -0.60
C -0.232941 2.714761 1.812444 -0.69 0.15 0.15
H 1.932819 0.476221 2.673654 -0.23 -0.33 0.02
H 2.343279 2.121551 4.479054 0.05 -0.31 -0.10
H 1.157339 4.218611 4.495414 -0.12 0.14 0.10
H -0.448621 4.714871 2.679614 -0.40 -0.21 -0.22
H -1.012941 2.984031 1.115664 0.08 -0.80 -0.66
```
Positions in Å, forces in eV/Å.

Here are the Löwdin charges for atoms 1 to 5, given in e: atom 1 (O): -0.3128, atom 2 (V): 0.9201, atom 3 (C): -0.0972, atom 4 (C): -0.5803, atom 5 (C): -0.0476

***

4.
Density functional theory data (ωB97M-V/def2-TZVPD) for one molecule with the formula C5H10O.

SMILES = CC[C@@H]1O[C@@H]1C
lowest unoccupied orbital energy = 1.06 eV
gap between HOMO and LUMO = 10.6 eV
ΔE to the lowest compared entry with this formula, charge and spin = 61.46 kcal per mole
E_HOMO = -0.34896 Eh

Structure (XYZ):
```
16
Properties=species:S:1:pos:R:3:forces:R:3
C -2.088086 1.022164 0.388472 -0.04 0.16 0.05
C -0.619129 1.232063 -0.043929 0.16 0.27 0.11
C -0.174506 -0.133961 -0.445242 -0.38 -0.07 0.38
O -0.076628 -0.839602 0.984234 -1.03 -0.14 -0.97
C 0.809916 -1.117460 -0.037732 0.49 -0.30 -0.82
C 2.288897 -1.028899 -0.056625 0.23 0.07 0.19
H -2.125086 0.246271 1.160378 -0.04 0.27 -0.12
H -2.521445 1.941742 0.787319 0.02 -0.03 -0.05
H -2.715093 0.681502 -0.448526 0.23 0.15 0.13
H -0.569194 1.973904 -0.847807 0.14 -0.12 0.03
H -0.027002 1.540647 0.814817 -0.01 0.36 -0.08
H -0.697904 -0.465722 -1.364211 -0.90 -0.48 1.14
H 0.445736 -2.047628 -0.487094 0.67 -0.28 -0.31
H 2.670609 -0.076447 0.306731 0.04 -0.01 0.06
H 2.723317 -1.859854 0.500413 0.15 0.10 0.02
H 2.541585 -1.145972 -1.117934 0.27 0.06 0.24
```
Positions in Å, forces in eV/Å.

Here are the Löwdin charges for atoms 1 to 5, given in e: atom 1 (C): -0.0999, atom 2 (C): -0.2167, atom 3 (C): -0.1583, atom 4 (O): -0.0347, atom 5 (C): -0.4392